Record 1
This record from the OMol25 dataset describes a cluster of 2 separate species, C2H7S2 in total at a distorted geometry. The level of theory is ωB97M-V/def2-TZVPD.

- lowest unoccupied orbital energy (spin up / spin down) (eV) = 6.14 / 6.30
- energy above the lowest of the compared OMol25 structures with the same formula, charge and spin (kcal per mole) = 6.8
- ⟨S²⟩ = 0.751
- gap between HOMO and LUMO (spin up / spin down) (Ha) = 0.087 / 0.252

ORCA input file:
```
! RIJCOSX wB97M-V def2-TZVPD def2/J DEFGRID3
* xyz -2 2
S -2.308 2.978 0.433
H -2.300 4.305 0.863
C 1.205 -1.730 -0.203
C 0.032 -0.717 0.010
S 0.415 0.850 -0.791
H 1.691 -1.416 -1.224
H 2.005 -1.367 0.472
H 1.029 -2.770 0.067
H -0.297 -0.777 1.095
H -0.909 -0.878 -0.530
H -0.563 1.523 -0.191
*
```

---

Record 2
This record from the OMol25 dataset describes the ion CH4IN2 with charge +1 at a distorted geometry. The level of theory is ωB97M-V/def2-TZVPD.

- lowest unoccupied orbital energy (eV) = -5.33
- energy above the lowest of the compared OMol25 structures with the same formula, charge and spin (kcal per mole) = 29.0
- gap between HOMO and LUMO (Ha) = 0.335

ORCA input file:
```
! RIJCOSX wB97M-V def2-TZVPD def2/J DEFGRID3
* xyz 1 1
C 0.520 -0.095 -0.133
N -0.173 -1.128 0.332
N 0.089 1.131 -0.296
I -2.106 -1.074 1.089
H 1.668 -0.363 -0.628
H 0.436 -1.949 0.493
H 0.452 2.006 -0.837
H -0.885 1.472 -0.021
*
```

---

Record 3
This record from the OMol25 dataset describes a cluster of 2 separate species, C14H16 in total at a distorted geometry. The level of theory is ωB97M-V/def2-TZVPD.

- lowest unoccupied orbital energy (eV) = 0.85
- energy above the lowest of the compared OMol25 structures with the same formula, charge and spin (kcal per mole) = 9.3
- gap between HOMO and LUMO (Ha) = 0.362

ORCA input file:
```
! RIJCOSX wB97M-V def2-TZVPD def2/J DEFGRID3
* xyz 0 1
C 2.653 -3.559 0.670
C 3.990 -2.043 -2.532
C 2.946 -1.193 -2.903
C 3.901 -2.781 -1.368
C 2.756 -2.721 -0.564
C 1.785 -1.175 -2.167
C 1.740 -1.868 -0.947
H 4.888 -2.051 -3.134
H 3.055 -0.564 -3.774
H 4.694 -3.458 -1.080
H 0.912 -0.583 -2.419
H 1.645 -3.588 1.062
H 3.414 -3.298 1.408
H 0.831 -1.731 -0.376
H 2.889 -4.605 0.435
C -2.164 2.028 3.272
C -4.372 2.478 0.211
C -3.935 2.146 1.488
C -3.432 2.739 -0.765
C -2.604 2.109 1.845
C -2.080 2.665 -0.452
C -1.671 2.362 0.841
H -5.438 2.590 0.043
H -4.661 1.975 2.286
H -3.683 2.952 -1.793
H -1.366 2.672 -1.261
H -1.871 3.028 3.605
H -1.283 1.421 3.457
H -0.598 2.384 0.965
H -2.941 1.667 3.947
*
```

---

> Which value of energy above the lowest of the compared OMol25 structures with the same formula, charge and spin does entry 3 give?

9.3 kcal per mole

---

> Among the records above, which one has the highest energy above the lowest of the compared OMol25 structures with the same formula, charge and spin?

CH4IN2

---

> Look up the energy above the lowest of the compared OMol25 structures with the same formula, charge and spin of the second one.

29.0 kcal per mole

---

> Look up the energy above the lowest of the compared OMol25 structures with the same formula, charge and spin of the first one.

6.8 kcal per mole